*i*
# C4H9NO3

The molecule C4H9NO3 (the ωB97M-V functional and the def2-TZVPD basis, the Open Molecules 2025 dataset).

Output
orbital gap	8.8	eV
net charge	0
SMILES	CC(C)([NH2+]O)C(=O)[O-]

Positions of all 17 atoms, in Å:
N  -0.208  1.085  -0.842
H  -1.410  -0.239  -1.855
O  1.809  -1.667  -0.766
H  2.123  0.660  0.413
H  0.937  1.386  1.342
H  -1.629  0.302  1.474
C  1.223  0.427  0.886
C  0.583  -1.275  -0.765
O  -1.313  0.764  -1.646
H  -0.721  -1.052  1.826
H  -0.311  1.988  -0.286
C  0.040  -0.060  0.125
C  -1.042  -0.506  1.003
O  -0.319  -1.739  -1.550
H  1.408  -0.313  1.710
H  -1.799  -0.933  0.425
H  0.629  1.171  -1.493

=====

*ii*
# C4H9NO3

A cluster of 2 separate species, C4H9NO3 in total (the ωB97M-V functional and the def2-TZVPD basis, the Open Molecules 2025 dataset).

Output
orbital gap	10.5	eV
net charge	0
SMILES	C[C@@H](C=O)NC=O.O

Positions of all 17 atoms, in Å:
C  -1.441  0.591  0.226
H  0.283  2.481  -0.484
C  1.858  -0.809  -0.257
H  -0.012  -0.956  -0.828
O  2.028  -1.557  -1.230
C  -0.065  0.514  0.772
H  2.637  -0.365  0.397
H  -2.301  -1.843  -0.725
N  0.496  -0.669  0.059
H  0.693  2.646  1.362
C  0.663  1.873  0.549
O  -1.515  -2.151  -1.307
O  -2.366  0.325  0.977
H  -0.093  0.190  1.781
H  -1.727  0.786  -0.877
H  1.729  1.690  0.435
H  -0.867  -2.748  -0.850

=====

Last place for stability: *i*

=====

*i*
# C4H8O3

The molecule C4H8O3 (the ωB97M-V functional and the def2-TZVPD basis, the Open Molecules 2025 dataset).

Output
orbital gap	11.4	eV
net charge	0
SMILES	CCOC(=O)CO

Positions of all 15 atoms, in Å:
H  -0.889  0.441  1.307
H  -2.009  -0.828  -1.333
O  2.511  0.894  0.768
H  0.479  1.100  0.384
H  -1.845  1.221  0.054
C  1.080  -0.573  -0.566
H  2.604  0.029  1.193
H  -2.502  -0.144  1.006
C  1.423  0.810  -0.097
C  -1.611  0.247  0.502
C  -1.221  -0.788  -0.583
O  -0.035  -0.517  -1.352
H  -1.119  -1.785  -0.149
H  1.538  1.485  -0.951
O  1.594  -1.593  -0.185

=====

*ii*
# C4H8O3

A cluster of 3 separate species, C4H8O3 in total (the ωB97M-V functional and the def2-TZVPD basis, the Open Molecules 2025 dataset).

Output
orbital gap	9.2	eV
net charge	0

Positions of all 15 atoms, in Å:
H  -1.914  1.646  0.554
H  0.173  -1.675  1.408
H  2.207  -0.582  1.372
C  -0.278  -0.728  -0.427
H  -1.659  -1.934  0.117
C  0.886  1.930  1.443
O  1.893  1.592  1.851
H  -0.828  0.800  -1.781
H  0.271  -0.392  -2.482
H  0.899  0.817  -1.342
O  -1.575  -1.176  -0.477
H  -2.228  1.022  0.297
C  0.544  -1.097  0.559
C  0.047  0.175  -1.573
O  1.899  -0.864  0.501

=====

Last place for stability: *ii*

=====

*i*
# C6H14N5

The ion C6H14N5 with charge +1 (the ωB97M-V functional and the def2-TZVPD basis, the Open Molecules 2025 dataset).

Output
orbital gap	8.4	eV
net charge	+1
SMILES	C[C@@H](/N=N\C=[N+]=N)C(C)(C)N

Positions of all 25 atoms, in Å:
H  1.288  2.778  -0.699
H  2.056  -2.007  0.750
H  -0.420  -0.475  1.864
H  0.681  -0.630  -2.029
C  1.747  1.852  -0.613
H  -0.764  -1.924  1.018
H  -2.119  0.482  1.763
H  -0.064  -1.873  -1.354
N  -1.696  1.587  0.196
N  -0.562  -0.947  0.983
H  2.654  -0.619  0.000
H  1.787  1.306  -1.509
N  -3.688  -0.993  -0.661
N  -3.290  -0.105  0.033
N  -0.565  1.911  0.013
C  0.623  1.140  0.126
C  1.937  -0.878  0.653
C  0.555  -0.493  0.115
C  0.024  -0.846  -1.325
H  2.755  1.826  -0.137
C  -2.238  0.383  0.637
H  -0.866  -0.406  -1.593
H  2.229  -0.450  1.558
H  1.003  1.145  1.224
H  -3.068  -1.765  -1.012

=====

*ii*
# C6H14N5

A cluster of 3 separate species, C6H14N5 in total (the ωB97M-V functional and the def2-TZVPD basis, the Open Molecules 2025 dataset).

Output
orbital gap (spin up / spin down)	6.8 / 8.3	eV
net charge	+1

Positions of all 25 atoms, in Å:
C  2.561  -0.329  1.711
H  0.759  -0.673  -3.147
C  2.126  -0.266  0.364
H  -1.152  2.201  3.467
C  0.416  0.540  2.231
H  0.559  -0.109  -0.956
N  -0.036  0.325  1.040
N  -0.831  1.553  4.201
H  -1.628  -1.857  -4.341
H  2.929  -0.485  -0.461
H  -1.961  -0.208  -5.147
C  -1.351  -0.787  -4.453
H  2.094  0.360  3.598
N  0.913  0.125  0.068
C  1.714  0.149  2.644
H  -0.232  -1.601  -2.249
H  3.578  -0.771  2.071
H  -0.353  -0.848  -4.911
H  -1.414  0.595  5.771
H  -2.854  1.167  4.811
N  -1.764  0.962  4.884
N  0.080  -0.623  -2.308
H  -2.040  -0.257  -2.397
H  -0.964  0.989  -3.390
C  -1.150  -0.151  -3.100

=====

Last place for stability: *i*